{
  "formula": "C29H36AsBiGeN2O3S4",
  "method": "ωB97M-V with the def2-TZVPD basis set",
  "symbols": ["Bi", "C", "O", "C", "C", "O", "C", "C", "O", "C", "H", "H", "H", "H", "H", "H", "H", "H", "H", "H", "H", "H", "H", "H", "S", "As", "S", "S", "S", "C", "N", "C", "C", "N", "C", "H", "H", "H", "H", "H", "H", "C", "Ge", "C", "C", "C", "C", "C", "C", "C", "C", "C", "C", "C", "C", "C", "C", "C", "C", "C", "C", "H", "H", "H", "H", "H", "H", "H", "H", "H", "H", "H", "H", "H", "H", "H", "H"],
  "positions_angstrom": [[0.176, -0.053, -1.470], [2.108, -0.443, 2.012], [0.955, -0.961, 1.375], [0.778, -2.352, 1.574], [1.662, -3.188, 0.669], [0.913, -3.599, -0.458], [1.680, -4.319, -1.400], [2.425, -3.415, -2.355], [1.512, -2.981, -3.326], [1.942, -1.814, -4.012], [1.872, -0.192, 3.054], [2.434, 0.436, 1.467], [2.938, -1.158, 2.003], [-0.261, -2.586, 1.346], [0.974, -2.592, 2.627], [2.022, -4.085, 1.195], [2.535, -2.594, 0.377], [0.976, -4.908, -1.989], [2.373, -5.001, -0.886], [3.262, -3.964, -2.817], [2.850, -2.556, -1.820], [2.848, -2.016, -4.604], [2.149, -1.002, -3.309], [1.135, -1.489, -4.661], [-0.533, 3.747, -4.915], [0.521, 2.232, -3.907], [-0.617, 0.296, -3.897], [0.601, 2.547, -1.700], [2.486, 1.901, -4.674], [5.680, 1.239, -3.766], [5.302, 0.609, -2.507], [5.788, -0.577, -2.011], [5.082, -0.814, -0.866], [4.167, 0.193, -0.654], [4.315, 1.020, -1.667], [6.620, 0.805, -4.106], [5.804, 2.309, -3.621], [4.895, 1.100, -4.507], [6.574, -1.124, -2.507], [5.176, -1.650, -0.186], [3.715, 1.901, -1.861], [-1.835, -0.321, -0.654], [-2.313, 0.637, 0.909], [-1.910, -0.324, 2.605], [-2.401, -1.636, 2.665], [-2.232, -2.430, 3.793], [-1.557, -1.931, 4.903], [-1.064, -0.633, 4.868], [-1.242, 0.158, 3.733], [-1.884, 2.577, 1.021], [-2.451, 3.336, -0.009], [-2.174, 4.685, -0.164], [-1.305, 5.320, 0.717], [-0.722, 4.591, 1.742], [-1.005, 3.233, 1.886], [-4.319, 0.709, 1.005], [-5.028, 0.685, 2.212], [-6.420, 0.751, 2.243], [-7.142, 0.843, 1.060], [-6.460, 0.870, -0.151], [-5.070, 0.801, -0.172], [-2.469, 0.082, -1.456], [-2.921, -2.037, 1.798], [-2.620, -3.443, 3.805], [-1.415, -2.549, 5.782], [-0.538, -0.232, 5.726], [-0.846, 1.163, 3.743], [-3.094, 2.851, -0.738], [-2.593, 5.229, -1.002], [-1.062, 6.368, 0.584], [-0.022, 5.068, 2.419], [-0.494, 2.693, 2.672], [-4.489, 0.624, 3.152], [-6.939, 0.727, 3.195], [-8.225, 0.891, 1.080], [-7.010, 0.943, -1.082], [-4.558, 0.799, -1.131]],
  "total_charge": -2,
  "e_homo_ev": -1.5,
  "gap_ev": 5.7
}


{
  "formula": "C29H36BCl2N7RuSi",
  "method": "ωB97M-V with the def2-TZVPD basis set",
  "symbols": ["Ru", "C", "C", "N", "N", "C", "B", "N", "C", "C", "C", "N", "N", "C", "C", "C", "N", "H", "H", "H", "H", "H", "H", "H", "H", "H", "H", "C", "Si", "C", "N", "C", "C", "C", "C", "C", "C", "C", "C", "C", "C", "C", "C", "C", "C", "C", "C", "C", "H", "H", "H", "H", "H", "H", "H", "H", "H", "H", "H", "H", "H", "H", "H", "H", "H", "H", "H", "H", "H", "H", "H", "H", "Cl", "C", "Cl", "H", "H"],
  "positions_angstrom": [[1.468, 0.392, -1.099], [-2.197, -3.090, -1.074], [-1.474, -2.895, 0.206], [-0.471, -0.891, -1.051], [-0.757, -1.614, -2.233], [-1.699, -2.536, -2.239], [0.094, -1.292, -3.547], [0.008, 0.193, -3.867], [-0.333, 0.765, -5.041], [-0.224, 2.129, -4.905], [0.210, 2.313, -3.589], [0.342, 1.148, -2.961], [1.524, -1.757, -3.239], [2.247, -2.724, -3.832], [3.501, -2.745, -3.258], [3.467, -1.732, -2.302], [2.269, -1.137, -2.292], [-3.010, -3.803, -1.119], [-2.178, -2.977, 1.035], [-1.994, -2.878, -3.223], [-0.356, -1.946, -4.444], [-0.626, 0.167, -5.889], [-0.428, 2.880, -5.649], [0.412, 3.239, -3.069], [1.833, -3.316, -4.633], [4.328, -3.388, -3.512], [4.246, -1.404, -1.632], [1.036, 1.730, 0.494], [-0.225, 1.410, 1.776], [-0.074, -0.524, 2.332], [0.179, -1.291, 1.200], [-0.910, -1.467, 0.248], [-0.475, -4.080, 0.363], [0.166, -4.149, 1.754], [1.425, -3.290, 1.925], [1.426, -2.032, 1.056], [-1.923, 1.497, 1.025], [-2.092, 1.860, -0.319], [-3.361, 1.942, -0.885], [-4.480, 1.669, -0.109], [-4.333, 1.324, 1.230], [-3.066, 1.242, 1.791], [-0.049, 2.297, 3.376], [0.483, 3.589, 3.340], [0.570, 4.348, 4.499], [0.136, 3.820, 5.708], [-0.386, 2.534, 5.763], [-0.477, 1.778, 4.603], [1.986, 1.937, 0.997], [0.733, 2.672, 0.009], [-1.062, -0.734, 2.763], [0.722, -0.618, 3.071], [-0.950, 0.012, -1.159], [-1.709, -0.818, 0.597], [0.276, -4.056, -0.432], [-1.053, -4.991, 0.200], [0.424, -5.185, 1.969], [-0.583, -3.869, 2.500], [2.317, -3.849, 1.638], [1.549, -3.017, 2.974], [1.550, -2.284, 0.005], [2.249, -1.376, 1.342], [-1.227, 2.125, -0.924], [-3.477, 2.241, -1.920], [-5.469, 1.748, -0.541], [-5.208, 1.135, 1.839], [-2.972, 0.993, 2.845], [0.836, 4.011, 2.403], [0.979, 5.349, 4.460], [0.210, 4.410, 6.612], [-0.719, 2.123, 6.707], [-0.887, 0.773, 4.668], [4.137, 3.856, 0.357], [3.483, 3.305, -1.163], [3.603, 1.510, -1.334], [4.053, 3.725, -1.981], [2.435, 3.562, -1.218]],
  "total_charge": 2,
  "e_homo_ev": [-13.6, -13.7],
  "gap_ev": [8.7, 5.5],
  "multiplicity": 5
}


{
  "formula": "C29H36BF3O2S",
  "method": "ωB97M-V with the def2-TZVPD basis set",
  "symbols": ["C", "C", "C", "C", "C", "C", "C", "C", "C", "C", "C", "H", "H", "H", "H", "H", "H", "H", "H", "H", "H", "H", "H", "H", "H", "H", "C", "C", "C", "C", "C", "B", "C", "C", "C", "C", "C", "F", "F", "F", "C", "C", "O", "C", "C", "C", "C", "C", "C", "O", "S", "H", "H", "H", "H", "H", "H", "H", "H", "H", "H", "H", "H", "H", "H", "H", "H", "H", "H", "H", "H", "H"],
  "positions_angstrom": [[-2.848, -0.903, 1.212], [-1.925, 0.160, 1.708], [-0.524, 0.188, 1.355], [0.278, 1.352, 1.703], [-0.274, 2.549, 2.406], [1.630, 1.452, 1.386], [2.254, 0.483, 0.588], [3.655, 0.522, 0.091], [1.505, -0.604, 0.180], [0.188, -0.803, 0.553], [-0.418, -2.078, 0.056], [-3.879, -0.532, 1.298], [-2.702, -1.144, 0.129], [-2.775, -1.843, 1.781], [-2.385, 1.355, 1.129], [0.506, 3.168, 2.899], [-0.797, 3.193, 1.684], [-0.973, 2.261, 3.191], [2.221, 2.295, 1.743], [4.033, -0.512, 0.056], [3.698, 0.905, -0.938], [4.283, 1.148, 0.720], [1.981, -1.379, -0.436], [0.348, -2.847, -0.112], [-1.067, -2.507, 0.817], [-0.987, -1.929, -0.877], [-3.262, -2.076, 8.512], [-3.179, -1.945, 7.051], [-4.019, -2.563, 6.139], [-3.622, -2.348, 4.788], [-2.324, -1.792, 4.693], [-3.251, 2.113, 1.686], [-1.295, -2.226, 3.801], [-1.539, -3.330, 2.944], [-0.485, -4.136, 2.544], [0.820, -3.653, 2.696], [1.940, -4.354, 1.974], [2.777, -3.458, 1.349], [2.735, -5.085, 2.807], [1.492, -5.195, 0.997], [1.082, -2.501, 3.445], [0.027, -1.747, 3.918], [-4.540, 1.670, 1.672], [-5.087, 2.109, 2.927], [-5.996, 3.263, 2.514], [-5.878, 0.975, 3.548], [-3.861, 2.598, 3.804], [-4.117, 3.897, 4.534], [-3.384, 1.546, 4.796], [-2.877, 2.844, 2.794], [-1.906, -1.100, 6.261], [-4.134, -2.683, 8.793], [-2.367, -2.569, 8.911], [-3.351, -1.108, 9.011], [-4.864, -3.171, 6.451], [-4.221, -2.611, 3.915], [-2.563, -3.540, 2.608], [-0.693, -5.086, 2.070], [2.121, -2.219, 3.659], [0.201, -0.740, 4.344], [-6.575, 3.663, 3.349], [-5.419, 4.080, 2.062], [-6.696, 2.877, 1.764], [-6.392, 1.378, 4.432], [-6.619, 0.610, 2.829], [-5.274, 0.118, 3.880], [-4.963, 3.768, 5.217], [-3.248, 4.199, 5.127], [-4.365, 4.688, 3.820], [-4.171, 1.401, 5.555], [-3.168, 0.577, 4.325], [-2.471, 1.859, 5.317]],
  "total_charge": 0,
  "e_homo_ev": -6.6,
  "gap_ev": 6.1
}


{
  "formula": "C29H36BrIrN5O2SbSe4",
  "method": "ωB97M-V with the def2-TZVPD basis set",
  "symbols": ["Ir", "C", "O", "C", "C", "C", "Br", "C", "C", "C", "O", "C", "N", "C", "C", "C", "C", "C", "C", "N", "H", "H", "H", "H", "H", "H", "H", "H", "H", "H", "H", "Se", "Sb", "Se", "Se", "Se", "C", "C", "N", "C", "C", "N", "C", "C", "H", "H", "H", "H", "H", "H", "H", "H", "H", "H", "H", "H", "H", "C", "N", "C", "C", "C", "C", "C", "C", "C", "C", "H", "H", "H", "H", "H", "H", "H", "H", "H", "H", "H", "H"],
  "positions_angstrom": [[-0.935, -0.853, -0.758], [-3.762, -2.868, -1.654], [-3.255, -1.793, -0.862], [-4.135, -1.040, -0.143], [-5.508, -1.136, -0.236], [-6.302, -0.275, 0.521], [-8.179, -0.418, 0.384], [-5.750, 0.676, 1.345], [-4.358, 0.775, 1.449], [-3.553, -0.102, 0.723], [-2.202, -0.092, 0.834], [-3.702, 1.788, 2.279], [-2.394, 1.919, 2.320], [-2.130, 2.982, 3.168], [-0.916, 3.543, 3.557], [-0.966, 4.612, 4.426], [-2.189, 5.117, 4.899], [-3.398, 4.569, 4.519], [-3.340, 3.492, 3.643], [-4.325, 2.710, 3.056], [-4.295, -3.580, -1.023], [-2.888, -3.339, -2.097], [-4.419, -2.492, -2.440], [-5.974, -1.862, -0.884], [-6.398, 1.339, 1.901], [-1.924, 0.690, 1.467], [0.019, 3.146, 3.183], [-0.047, 5.077, 4.756], [-2.183, 5.957, 5.580], [-4.336, 4.962, 4.887], [-5.316, 2.803, 3.192], [2.894, -5.760, -1.846], [1.078, -5.859, -0.234], [-0.027, -2.434, -2.318], [-0.202, -3.222, -0.112], [2.919, -5.637, 1.357], [6.092, -1.089, -1.307], [4.710, -0.390, -1.294], [3.645, -1.380, -1.260], [3.632, -2.132, -2.509], [5.026, -2.739, -2.786], [5.841, -2.550, -1.536], [5.114, -3.143, -0.356], [3.847, -2.292, -0.140], [6.613, -1.004, -0.354], [6.747, -0.734, -2.101], [4.580, 0.231, -2.180], [4.628, 0.256, -0.419], [3.331, -1.478, -3.326], [2.895, -2.928, -2.422], [5.566, -2.243, -3.592], [4.974, -3.809, -2.984], [6.730, -3.031, -1.644], [5.799, -3.127, 0.490], [4.870, -4.173, -0.611], [3.934, -1.701, 0.772], [2.978, -2.943, -0.036], [-2.593, 1.110, -2.392], [-1.219, 0.921, -1.899], [-0.305, 0.898, -3.065], [-0.825, 2.051, -1.013], [0.378, 1.633, -0.216], [1.266, 2.544, 0.341], [2.275, 2.099, 1.181], [2.380, 0.741, 1.461], [1.515, -0.175, 0.877], [0.507, 0.256, 0.015], [-2.858, 0.275, -3.039], [-2.665, 2.042, -2.962], [-3.285, 1.154, -1.554], [-0.586, 0.079, -3.723], [0.715, 0.752, -2.719], [-0.385, 1.844, -3.610], [-1.669, 2.248, -0.345], [-0.654, 2.955, -1.607], [1.153, 3.604, 0.139], [2.961, 2.806, 1.629], [3.140, 0.392, 2.151], [1.603, -1.228, 1.105]],
  "total_charge": 1,
  "e_homo_ev": [-9.2, -9.2],
  "gap_ev": [6.1, 5.7],
  "multiplicity": 2
}


{
  "formula": "C29H36FeN5OPS",
  "method": "ωB97M-V with the def2-TZVPD basis set",
  "symbols": ["Fe", "C", "C", "N", "C", "C", "S", "C", "C", "N", "H", "H", "H", "H", "H", "H", "H", "H", "H", "H", "H", "H", "H", "H", "O", "N", "C", "C", "C", "C", "C", "C", "C", "P", "C", "C", "C", "C", "C", "C", "C", "C", "C", "C", "C", "C", "H", "H", "H", "H", "H", "H", "H", "H", "H", "H", "H", "H", "H", "H", "H", "H", "C", "C", "N", "C", "C", "N", "H", "H", "H", "H", "H", "H"],
  "positions_angstrom": [[1.173, -1.569, -1.486], [1.013, -3.001, -3.963], [2.356, -2.283, -3.811], [2.780, -2.338, -2.389], [3.190, -3.715, -1.977], [2.903, -3.988, -0.515], [1.348, -3.258, 0.078], [-0.001, -4.269, -0.588], [-0.019, -4.293, -2.099], [0.240, -2.940, -2.677], [0.442, -2.529, -4.761], [1.142, -4.042, -4.254], [3.109, -2.706, -4.480], [2.246, -1.230, -4.062], [3.593, -1.735, -2.288], [2.684, -4.427, -2.621], [4.259, -3.844, -2.160], [2.928, -5.054, -0.291], [3.655, -3.518, 0.122], [0.054, -5.274, -0.169], [-0.897, -3.799, -0.178], [0.740, -4.981, -2.462], [-0.976, -4.675, -2.459], [-0.659, -2.526, -2.899], [2.098, -0.124, -0.347], [1.272, 0.227, 0.765], [1.925, 0.422, 1.838], [1.354, 0.832, 3.119], [2.250, 0.899, 4.183], [1.830, 1.246, 5.459], [0.495, 1.529, 5.689], [-0.416, 1.476, 4.639], [-0.001, 1.141, 3.350], [-1.185, 1.305, 2.014], [-0.933, 2.830, 1.117], [-1.003, 4.038, 1.817], [-0.823, 5.230, 1.135], [-0.568, 5.216, -0.231], [-0.488, 4.013, -0.921], [-0.670, 2.813, -0.251], [-2.830, 1.099, 2.591], [-3.135, 0.049, 3.479], [-4.430, -0.112, 3.921], [-5.429, 0.753, 3.475], [-5.139, 1.777, 2.578], [-3.847, 1.949, 2.121], [3.030, -0.006, -0.098], [3.010, 0.273, 1.857], [3.296, 0.673, 4.013], [2.546, 1.292, 6.268], [0.155, 1.803, 6.678], [-1.453, 1.715, 4.827], [-1.195, 4.051, 2.884], [-0.880, 6.169, 1.669], [-0.429, 6.149, -0.759], [-0.280, 4.017, -1.982], [-0.604, 1.867, -0.778], [-2.354, -0.615, 3.829], [-4.670, -0.904, 4.617], [-6.444, 0.623, 3.828], [-5.922, 2.445, 2.246], [-3.615, 2.745, 1.426], [1.657, 1.380, -3.681], [0.304, 0.892, -3.302], [0.023, -0.133, -2.509], [-1.363, -0.199, -2.421], [-1.908, 0.783, -3.178], [-0.843, 1.456, -3.724], [2.401, 0.969, -3.003], [1.707, 2.467, -3.616], [1.910, 1.102, -4.706], [-1.873, -0.928, -1.811], [-2.931, 1.056, -3.371], [-0.906, 2.244, -4.352]],
  "total_charge": 3,
  "e_homo_ev": [-15.9, -16.7],
  "gap_ev": [7.9, 6.8],
  "multiplicity": 2
}


{
  "formula": "C29H36InN7O3",
  "method": "ωB97M-V with the def2-TZVPD basis set",
  "symbols": ["In", "O", "C", "O", "O", "H", "N", "C", "C", "C", "C", "H", "H", "H", "H", "H", "N", "C", "C", "C", "C", "H", "H", "H", "H", "H", "N", "C", "C", "C", "C", "H", "H", "H", "H", "H", "N", "C", "C", "C", "C", "H", "H", "H", "H", "H", "N", "C", "C", "C", "C", "H", "H", "H", "H", "H", "N", "C", "C", "C", "C", "H", "H", "H", "H", "H", "N", "C", "C", "C", "C", "H", "H", "H", "H", "H"],
  "positions_angstrom": [[0.416, -4.277, 2.332], [0.068, -0.160, -0.357], [0.357, -1.147, 0.510], [-0.367, -2.179, 0.505], [1.281, -1.019, 1.353], [-0.709, -0.494, -0.851], [4.548, -1.002, -0.389], [3.857, 0.171, -0.525], [4.679, 1.217, -0.158], [5.903, 0.661, 0.171], [5.808, -0.727, 0.077], [4.166, -1.913, -0.567], [2.862, 0.103, -0.937], [4.473, 2.271, -0.196], [6.820, 1.097, 0.538], [6.579, -1.466, 0.214], [-2.265, 2.024, 3.269], [-1.932, 1.302, 2.140], [-1.836, 2.196, 1.094], [-2.118, 3.487, 1.593], [-2.414, 3.338, 2.924], [-2.557, 1.604, 4.134], [-1.673, 0.256, 2.105], [-1.545, 1.985, 0.078], [-2.126, 4.379, 0.989], [-2.725, 4.042, 3.678], [-3.100, -0.475, -1.442], [-2.643, 0.566, -2.188], [-1.666, 0.076, -3.047], [-1.515, -1.320, -2.788], [-2.434, -1.611, -1.796], [-3.775, -0.439, -0.690], [-3.063, 1.556, -2.124], [-1.258, 0.642, -3.869], [-0.877, -2.017, -3.303], [-2.859, -2.505, -1.372], [-5.919, -2.357, 0.493], [-4.718, -2.935, 0.801], [-3.871, -1.974, 1.323], [-4.669, -0.838, 1.489], [-5.912, -1.074, 0.964], [-6.743, -2.835, 0.174], [-4.550, -3.961, 0.508], [-2.892, -2.278, 1.658], [-4.347, 0.050, 2.011], [-6.796, -0.460, 0.994], [1.628, -5.502, -1.908], [1.075, -6.740, -1.720], [-0.250, -6.478, -1.412], [-0.469, -5.084, -1.444], [0.755, -4.479, -1.664], [2.611, -5.383, -2.088], [1.656, -7.643, -1.762], [-0.991, -7.212, -1.132], [-1.435, -4.628, -1.317], [1.099, -3.460, -1.674], [1.892, 2.539, 1.185], [2.849, 3.487, 1.433], [3.277, 3.417, 2.774], [2.438, 2.488, 3.380], [1.608, 1.979, 2.377], [1.554, 2.338, 0.243], [3.200, 4.137, 0.646], [3.968, 4.051, 3.302], [2.393, 2.289, 4.437], [0.784, 1.295, 2.510], [0.952, 4.694, -1.430], [2.261, 4.540, -1.810], [2.483, 3.201, -2.053], [1.252, 2.542, -1.903], [0.329, 3.460, -1.471], [0.535, 5.544, -1.092], [2.893, 5.403, -1.949], [3.371, 2.823, -2.535], [1.076, 1.490, -2.065], [-0.736, 3.337, -1.380]],
  "total_charge": 2,
  "e_homo_ev": -12.5,
  "gap_ev": 2.3
}


The energy results, record by record, are as follows: -7581.95931, -2839.01077, -1999.67039, -14075.08837, -3477.99658, -1925.08824 Eh.
The ΔE to the lowest compared entry with this formula, charge and spin results, record by record, are as follows: 0.0, 89.0, 380.0, 0.0, 94.3, 38.3 kJ/mol.